No. 1
68
Properties=species:S:1:pos:R:3 method="wB97M-V/def2-TZVPD" e_above_lowest_ev=0.9586 lumo_ev="-9.57 / -9.58" homo_lumo_gap_ev="8.038 / 8.030" total_charge=+3
Co -0.34185 -0.58949 -0.08530
C 3.81385 0.99040 -0.59923
C 2.34874 0.70532 -0.58252
N 1.70337 0.13503 0.36696
N 2.31662 -0.25960 1.51227
C 1.57737 -0.86261 2.46746
N 2.15985 -1.20617 3.59880
S -0.07692 -1.15584 2.22075
C 1.49791 1.05873 -1.73423
C 1.89937 1.95164 -2.71400
C 1.01852 2.26982 -3.74065
C -0.22472 1.66130 -3.77119
C -0.55024 0.76787 -2.76152
N 0.28287 0.48491 -1.76020
H 4.36967 0.35734 0.09022
H 4.01683 2.03283 -0.33938
H 4.21910 0.82290 -1.59637
H 3.28187 -0.01194 1.68817
H 3.13390 -1.03231 3.80160
H 1.60632 -1.61730 4.33685
H 2.88239 2.40031 -2.67731
H 1.29720 2.98596 -4.50234
H -0.93396 1.86946 -4.55978
H -1.50644 0.26106 -2.75585
C -3.78659 -1.11710 -1.18855
P -2.27908 -1.86319 -0.52361
C -2.81381 -2.63198 1.03369
C -1.84964 -3.24904 -1.60472
C -2.82958 -4.03161 -2.21007
C -2.46062 -5.15128 -2.94022
C -1.12055 -5.49685 -3.06178
C -0.14143 -4.71659 -2.46601
C -0.50567 -3.58268 -1.74383
P 0.74881 -2.55102 -0.94115
C 1.53586 -3.65609 0.26956
C 2.03359 -2.25190 -2.19146
H -4.61717 -1.80779 -1.04702
H -3.68036 -0.87523 -2.24515
H -3.99642 -0.20833 -0.62930
H -3.65305 -3.29432 0.81871
H -3.13656 -1.85624 1.73080
H -2.00632 -3.20673 1.48466
H -3.87780 -3.78057 -2.11208
H -3.22365 -5.75801 -3.40897
H -0.83754 -6.37385 -3.62818
H 0.89708 -5.00534 -2.57160
H 1.82820 -4.57620 -0.23711
H 0.82979 -3.89742 1.06302
H 2.42316 -3.19171 0.70129
H 2.31643 -3.19878 -2.64968
H 2.91638 -1.81746 -1.72070
H 1.66251 -1.58242 -2.96662
C -4.62344 2.49949 -0.06782
C -3.36401 3.03775 0.58749
S -1.82293 2.43918 -0.16461
O -1.65987 0.96680 0.23152
C -0.65220 3.35446 0.90231
C 0.06507 4.44185 0.11634
H -5.45945 3.14913 0.18761
H -4.87165 1.50587 0.29811
H -4.54769 2.48048 -1.15610
H -3.32589 2.82142 1.65535
H -3.27767 4.11712 0.43001
H 0.03120 2.58678 1.26658
H -1.20208 3.76932 1.74593
H 0.64226 4.02795 -0.71240
H 0.75165 4.97502 0.77334
H -0.63188 5.17817 -0.28406

No. 2
77
Properties=species:S:1:pos:R:3 method="wB97M-V/def2-TZVPD" e_above_lowest_ev=1.6225 lumo_ev=-1.67 homo_lumo_gap_ev=10.295 total_charge=+1
K 5.11518 -24.41780 4.87652
C 4.78318 -26.10494 11.07420
C 4.01348 -26.15081 9.78059
C 3.85537 -24.75504 9.05914
O 4.64275 -24.85814 7.91449
C 5.02936 -26.08354 7.70205
O 5.65909 -26.46580 6.69377
O 4.74963 -26.87430 8.71022
H 5.57965 -25.34944 11.01476
H 5.36204 -26.98329 11.38229
H 4.01264 -25.78071 11.84741
H 2.97656 -26.56392 9.86605
H 4.15336 -23.89257 9.62287
H 2.79118 -24.74345 8.76280
C 0.91961 -20.64039 0.84892
C 2.18217 -21.52655 0.97888
C 3.42494 -20.60534 0.71988
O 4.11831 -20.61376 2.02349
C 3.68453 -21.57126 2.76253
O 4.21879 -21.94262 3.76229
O 2.51348 -21.99978 2.25981
H 0.89037 -20.06673 -0.11177
H 0.85579 -19.83554 1.53707
H 0.00526 -21.20349 0.97235
H 2.11143 -22.42126 0.27211
H 3.25124 -19.61895 0.26002
H 4.18729 -20.87832 0.06420
C 0.10690 -23.05839 8.98843
C 0.02704 -22.81304 7.51429
C 0.57326 -21.50011 6.81895
O 1.62518 -21.85169 6.03792
C 1.74102 -23.17502 6.01801
O 2.44069 -23.83542 5.30311
O 0.92648 -23.65360 6.91950
H 1.11538 -22.98954 9.31869
H -0.13254 -24.03282 9.21408
H -0.44733 -22.30978 9.56645
H -0.99486 -22.98709 7.26198
H 0.99459 -20.87539 7.64756
H -0.22922 -20.96538 6.35614
C 6.56535 -23.62022 -2.20255
C 5.67187 -23.06322 -1.08903
C 4.31375 -23.89161 -0.93214
O 4.39659 -24.26253 0.45955
C 5.48831 -23.87704 1.04001
O 5.85285 -23.95921 2.14632
O 6.25683 -23.25691 0.20129
H 6.18796 -23.54701 -3.22912
H 6.77178 -24.71320 -2.15492
H 7.58781 -23.09739 -2.19795
H 5.50433 -22.00941 -1.24986
H 4.38711 -24.90010 -1.43766
H 3.37959 -23.43320 -1.26591
C 8.32384 -27.39898 4.94827
O 9.36575 -26.50497 4.55761
C 9.13688 -25.13152 4.48745
O 7.77211 -24.76066 4.54822
O 10.11008 -24.29052 4.11728
C 9.83553 -22.93348 4.19525
H 7.32160 -27.27123 4.53104
H 8.18959 -27.42744 6.03865
H 8.76274 -28.40075 4.78307
H 9.15613 -22.64028 3.37497
H 10.67001 -22.22154 4.20365
H 9.28686 -22.75457 5.07587
C 1.69778 -27.57518 5.42052
O 2.66317 -28.16934 4.67133
C 3.47698 -27.41469 3.97436
O 3.31134 -25.99325 3.74159
O 4.51407 -27.99648 3.43657
C 5.49112 -27.14714 2.84657
H 1.39343 -28.29444 6.17604
H 0.74759 -27.39487 4.83796
H 1.95705 -26.63200 5.97717
H 6.43430 -27.72597 2.84156
H 5.76369 -26.22789 3.45257
H 5.19310 -26.85167 1.84635

No. 3
65
Properties=species:S:1:pos:R:3 method="wB97M-V/def2-TZVPD" lumo_ev=-4.32 homo_lumo_gap_ev=7.178 total_charge=+1
C 2.73141 -4.12675 2.63173
O 3.85386 -3.69937 1.91743
C 3.79656 -2.35067 1.51151
C 2.75233 -2.07350 0.43496
C 3.23411 -1.08083 -0.60775
C 2.28855 -0.96517 -1.79439
C 2.74872 0.00247 -2.87239
C 3.13936 1.39230 -2.40719
C 1.96525 2.26156 -1.93039
C 1.71732 2.33128 -0.42124
C 1.12829 3.67636 0.04574
C -0.28089 3.71127 0.65661
C -1.36707 2.98380 -0.14993
C -2.10748 1.82500 0.52477
O -2.76464 1.12481 -0.52039
C -3.43836 -0.04811 -0.26493
O -4.05077 -0.17793 0.74078
C -3.34889 -1.02742 -1.35599
C -2.30862 -1.95568 -1.37876
C -2.26564 -2.91041 -2.38893
C -3.25733 -2.93659 -3.37218
C -4.28486 -2.00020 -3.35162
C -4.34023 -1.04015 -2.34194
C -3.08324 2.42006 1.54865
N -3.16100 1.49486 2.67359
C -2.20949 0.63453 2.76352
P -1.96053 -0.61677 4.09469
N -0.91437 -0.09010 5.11111
S -1.05637 0.70190 1.54072
H 1.89050 -4.37288 1.98016
H 3.00260 -5.01761 3.18183
H 2.41078 -3.36247 3.34594
H 3.60957 -1.73272 2.39397
H 4.78592 -2.10533 1.14500
H 1.84517 -1.68654 0.89161
H 2.51575 -3.01744 -0.05195
H 4.20209 -1.41102 -0.98155
H 3.39083 -0.11076 -0.14333
H 1.29095 -0.68327 -1.45606
H 2.22423 -1.95817 -2.23116
H 1.95522 0.11912 -3.60682
H 3.59031 -0.44721 -3.39383
H 3.58299 1.89285 -3.26125
H 3.90716 1.34355 -1.64101
H 1.05831 1.89330 -2.40666
H 2.13455 3.27604 -2.27584
H 1.08889 1.49610 -0.12635
H 2.66340 2.18227 0.08954
H 1.80943 4.10668 0.77063
H 1.12193 4.35381 -0.80220
H -0.25901 3.39822 1.69721
H -0.56143 4.75921 0.67556
H -2.16907 3.68037 -0.37381
H -0.98095 2.63960 -1.10014
H -1.54959 -1.94883 -0.61651
H -1.47081 -3.63591 -2.40611
H -3.23352 -3.68225 -4.14730
H -5.05348 -2.01400 -4.10415
H -5.14285 -0.32347 -2.31487
H -2.75367 3.38082 1.92902
H -4.05681 2.55117 1.09375
H -3.92245 1.53118 3.33418
H -1.55084 -1.68364 3.29122
H -3.27147 -0.86566 4.52671
H -1.26060 -0.00566 6.05681

No. 4
69
Properties=species:S:1:pos:R:3 method="wB97M-V/def2-TZVPD" lumo_ev=-4.19 homo_lumo_gap_ev=7.019 total_charge=+1
C 2.33589 -1.54989 1.83629
C 2.05906 -0.22725 1.72609
C 1.05414 0.44439 2.63896
C -0.22989 1.00911 1.96652
C -0.49646 0.48300 0.54595
N -1.04274 -0.85951 0.86882
C -1.96405 -0.45829 1.85234
N -3.14031 -1.02358 1.91945
N -1.50168 0.58046 2.61734
H 3.31022 -1.95574 2.08680
H 1.51778 -2.26521 1.73102
H 2.51006 0.38664 0.94782
H 1.59642 1.23585 3.15168
H 0.75361 -0.32896 3.35236
H -0.10685 2.08677 1.86984
H 0.27057 0.54785 -0.21348
H -1.37642 1.03491 0.20352
H -0.41993 -1.42158 1.46198
H -3.66930 -1.14245 2.77222
H -3.54876 -1.35394 1.05473
H -1.37804 0.36153 3.60355
O 2.88209 -3.11996 4.98695
C 2.36925 -2.40648 5.79199
O 1.22686 -1.69479 5.52672
C 0.90781 -0.84757 6.64765
C 1.60351 -1.47743 7.84717
C 2.83800 -2.09845 7.19951
H 1.28293 0.15775 6.43772
H -0.17478 -0.80762 6.75582
H 1.82244 -0.76194 8.63588
H 0.97462 -2.26181 8.26901
H 3.67025 -1.39556 7.13501
H 3.16958 -3.00835 7.69076
O -1.28415 -3.09374 -5.87685
C -1.11253 -2.49856 -4.85951
O -0.36997 -1.35758 -4.80175
C -0.23613 -0.91249 -3.44585
C -1.40857 -1.54262 -2.70172
C -1.60297 -2.85172 -3.46463
H 0.72931 -1.25407 -3.06278
H -0.25547 0.17534 -3.43216
H -1.22038 -1.66543 -1.63693
H -2.29687 -0.91848 -2.81881
H -0.97593 -3.65542 -3.07519
H -2.63635 -3.18415 -3.50244
O 4.61076 1.06914 -6.45743
C 3.68461 0.39196 -6.79356
O 2.43555 0.89291 -6.94471
C 1.50370 -0.16630 -7.24048
C 2.35034 -1.29528 -7.81602
C 3.67060 -1.10142 -7.07385
H 1.00536 -0.45414 -6.31740
H 0.75996 0.20294 -7.94242
H 1.89773 -2.27541 -7.68169
H 2.50257 -1.13759 -8.88442
H 3.68591 -1.62722 -6.11729
H 4.54261 -1.38426 -7.65653
O -1.82589 3.34693 -1.14823
C -2.54298 3.91827 -0.37615
O -3.68493 4.52707 -0.73412
C -4.26356 5.21161 0.39762
C -3.68354 4.50683 1.62212
C -2.30612 4.09208 1.10657
H -3.97916 6.26327 0.34646
H -5.34484 5.13684 0.32772
H -3.66184 5.13038 2.51248
H -4.27868 3.62003 1.84768
H -1.56128 4.87439 1.26016
H -1.95278 3.15400 1.52409

No. 5
68
Properties=species:S:1:pos:R:3 method="wB97M-V/def2-TZVPD" multiplicity=3 e_above_lowest_ev=1.0308 s2=2.005 lumo_ev="-2.39 / -2.48" homo_lumo_gap_ev="7.165 / 7.016" total_charge=+1
Ni -0.12849 0.53648 0.09010
C 1.98209 2.86816 -1.97211
C 0.88856 3.37392 -1.07148
C 0.72385 4.72410 -0.83043
C -0.34861 5.14025 -0.03630
C -1.21218 4.22330 0.50948
C -0.99376 2.84907 0.25742
N 0.03958 2.47366 -0.56098
N -1.65157 1.80422 0.76636
Si -3.18900 1.82236 1.57964
C -3.71288 0.03700 1.88039
C -4.42325 2.75595 0.48952
C -3.12891 2.66134 3.27203
H 1.83221 3.24568 -2.98408
H 1.96636 1.78014 -1.99452
H 2.95650 3.21494 -1.62626
H 1.40347 5.44112 -1.26963
H -0.49267 6.19678 0.15384
H -2.02694 4.51948 1.15448
H -4.08533 -0.43790 0.97382
H -4.49790 -0.01068 2.63755
H -2.86128 -0.54126 2.24670
H -4.34391 2.43878 -0.55187
H -4.24336 3.83144 0.52777
H -5.44966 2.58260 0.82064
H -2.44104 2.14885 3.94729
H -4.12854 2.62113 3.71261
H -2.82755 3.70860 3.21495
N -1.10295 -1.04249 -3.16061
C -1.24702 -1.81070 -2.06626
S -1.62596 -1.05275 -0.60156
N -1.10365 -3.13232 -2.27287
C -1.02123 -4.25959 -1.39872
C -0.27794 -5.33060 -1.89491
C -0.10754 -6.47871 -1.14274
C -0.68292 -6.57973 0.11443
C -1.45830 -5.53481 0.58965
C -1.64069 -4.37959 -0.15828
H -1.30757 -0.06320 -3.04544
H -1.14525 -1.41986 -4.09447
H -0.91805 -3.38950 -3.23210
H 0.16995 -5.26337 -2.88160
H 0.47107 -7.29859 -1.54705
H -0.54492 -7.47527 0.70462
H -1.94890 -5.62295 1.54973
H -2.27750 -3.60075 0.21596
C 3.65525 1.30906 0.83820
N 3.18008 1.39573 2.20647
C 4.14885 1.85537 3.18259
C 1.93643 1.06604 2.54521
O 1.04857 0.64166 1.80219
H 4.06727 2.26944 0.52639
H 2.82717 1.04979 0.19200
H 4.43743 0.54999 0.76296
H 5.00652 1.18101 3.20804
H 3.70427 1.89769 4.17438
H 4.50637 2.84963 2.91130
H 1.73165 1.21387 3.61272
C 2.21617 -2.59328 -0.57466
C 1.88360 -1.45915 -1.49260
C 2.29956 -1.57372 -2.92948
O 1.32568 -0.45401 -1.08591
H 3.30070 -2.69187 -0.48738
H 1.84065 -3.53858 -0.96971
H 1.78575 -2.42136 0.41075
H 1.94092 -2.50815 -3.36225
H 3.39073 -1.58800 -2.98443
H 1.92999 -0.72589 -3.50148

No. 6
63
Properties=species:S:1:pos:R:3 method="wB97M-V/def2-TZVPD" multiplicity=5 e_above_lowest_ev=0.6546 s2=6.013 lumo_ev="-6.20 / -7.22" homo_lumo_gap_ev="7.041 / 6.289" total_charge=+2
P -0.86528 2.75624 -1.81179
P 0.30607 -0.65153 -2.62873
C -0.07303 2.14957 -3.36701
C -0.47908 0.71212 -3.62965
H 1.01997 2.28738 -3.31656
H -0.42745 2.77614 -4.19896
H -1.57111 0.55893 -3.57751
H -0.14425 0.45150 -4.64617
C 1.65880 -0.95412 -3.81536
H 2.41409 -1.61184 -3.38171
H 2.14078 -0.01391 -4.10026
H 1.21571 -1.41794 -4.70316
C -0.83844 -1.96559 -3.18996
H -0.62614 -2.26635 -4.22167
H -1.87605 -1.62746 -3.16698
H -0.74840 -2.85408 -2.56756
C -0.55534 4.52035 -1.95716
H -0.89572 5.08085 -1.07516
H -1.08519 4.91639 -2.84015
H 0.51139 4.73682 -2.11345
C -2.60649 2.49848 -1.97484
H -2.87514 1.48970 -2.29322
H -3.02159 3.17675 -2.73456
H -3.13451 2.69186 -1.03785
Pt -2.17301 0.36512 2.51444
C 1.06042 -1.32551 -1.08254
C 2.53147 -1.27272 -0.89033
C 3.26788 -0.01202 -0.76748
C 2.46379 1.09588 0.04813
C 1.54584 1.75648 -0.87306
C 0.13267 1.89169 -0.64117
C -0.65368 0.52642 -0.30409
C 0.18007 -0.67822 0.03503
C -2.91869 2.04698 2.21505
H 0.77889 -2.39712 -1.05541
H 3.11645 -2.23383 -0.92559
H 3.52677 0.41756 -1.77345
H 4.22994 -0.12439 -0.23104
H 1.92800 0.60945 0.88680
H 3.18679 1.80443 0.51452
H 1.99571 2.47809 -1.54568
H -0.01620 2.51936 0.25973
H -1.50965 0.30038 -0.97177
H -1.16981 0.76859 0.66511
H 0.82411 -0.33832 0.84360
H -0.48560 -1.43414 0.47726
H -3.78986 1.72483 2.80786
H -3.23868 2.23646 1.17039
H -2.51717 2.97207 2.68527
O -0.30864 -0.34634 3.23198
C -0.86052 -1.51939 3.26264
O -1.98132 -1.67768 2.60639
C -0.22661 -2.56435 4.12531
C 1.06180 -2.32301 4.63136
C 1.50324 -3.03653 5.74788
C 0.67997 -4.03496 6.31919
C -0.55783 -4.34196 5.73440
C -1.00641 -3.59490 4.64592
H 1.67096 -1.52214 4.19493
H 2.46156 -2.79063 6.21245
H 0.99473 -4.53145 7.24003
H -1.18176 -5.14016 6.13257
H -1.98921 -3.71426 4.20284

No. 7
64
Properties=species:S:1:pos:R:3 method="wB97M-V/def2-TZVPD" multiplicity=3 e_above_lowest_ev=0.0000 s2=2.014 lumo_ev="-7.69 / -9.37" homo_lumo_gap_ev="4.958 / 3.279" total_charge=+2
P -0.43949 -0.79177 -6.70948
P 2.70369 -0.69428 -6.14899
C 0.71163 -0.57727 -8.16153
C 2.12522 -1.09999 -7.87548
H 0.75356 0.49628 -8.38437
H 0.28178 -1.07525 -9.04165
H 2.14084 -2.19268 -7.97266
H 2.84458 -0.69866 -8.60265
C 3.68391 0.84038 -6.51156
H 4.26025 1.11817 -5.62318
H 3.00715 1.66919 -6.74059
H 4.37385 0.69910 -7.35298
C 4.10589 -1.90521 -6.03583
H 4.77701 -1.84251 -6.90143
H 3.70517 -2.92177 -5.97005
H 4.68275 -1.71199 -5.12568
C -1.77189 0.38804 -7.23666
H -2.63327 0.28849 -6.56837
H -2.09995 0.20701 -8.26774
H -1.40173 1.41509 -7.15684
C -1.25803 -2.38289 -7.20532
H -0.55823 -3.21527 -7.08407
H -1.60863 -2.35893 -8.24486
H -2.11282 -2.56899 -6.54706
W 0.00000 0.00000 0.00000
C 1.69400 -0.85052 -1.16962
C 1.70160 0.52423 -1.38234
C 1.18236 1.21466 -2.63290
C -0.29235 1.67063 -2.51233
C -1.17756 0.70705 -1.75344
C -1.13406 -0.68138 -1.82628
C -0.22924 -1.47645 -2.75304
C 1.10691 -1.89515 -2.09261
C -1.66415 0.10379 1.23923
H 2.36616 -1.24003 -0.40752
H 2.35741 1.11734 -0.74932
H 1.30777 0.55621 -3.49677
H 1.80152 2.09663 -2.82706
H -0.32258 2.62772 -1.98050
H -0.70615 1.85953 -3.51470
H -2.06395 1.15464 -1.30766
H -1.97635 -1.22394 -1.40340
H -0.04005 -0.90305 -3.66471
H -0.75895 -2.38250 -3.06516
H 0.93719 -2.79785 -1.49595
H 1.83614 -2.16974 -2.87017
H -1.54648 -0.53968 2.11704
H -2.58248 -0.18047 0.70936
H -1.77378 1.13707 1.59316
O 2.58701 -1.10594 3.83091
C 2.01596 -0.10591 4.53636
C 2.13500 -0.16453 5.93270
C 1.58134 0.82447 6.74440
C 0.91024 1.89865 6.16957
C 0.78390 1.98232 4.78199
C 1.32034 0.98528 3.93670
C 1.03235 1.10158 2.47768
O 0.40332 2.16528 2.02826
O 1.11388 0.05199 1.69091
H 2.65117 -1.14829 2.87178
H 2.65740 -0.99355 6.39458
H 1.67036 0.75598 7.82121
H 0.47297 2.66291 6.80134
H 0.22984 2.82214 4.37974

| no. | E_tot (eV) |
| --- | --- |
| 1 | -109258.2323 |
| 2 | -76570.1977 |
| 3 | -52636.6457 |
| 4 | -44239.4307 |
| 5 | -94698.0054 |
| 6 | -49294.8495 |
| 7 | -49923.4547 |